# 1
C41H41N4O4Ta as an isolated structure in a non-equilibrium geometry, computed with ωB97M-V/def2-TZVPD.

XYZ file:
```
91
Properties=species:S:1:pos:R:3
Ta 0.558 0.026 -0.691
O -0.838 0.707 -1.590
C -1.142 1.783 -2.473
C 0.108 2.729 -2.374
C 0.174 3.179 -0.952
C -0.316 4.420 -0.577
C -0.441 4.724 0.764
C -0.061 3.782 1.707
C 0.448 2.565 1.295
C 0.891 1.536 2.284
C -0.023 0.275 2.327
O 0.100 -0.274 1.013
C -1.481 0.630 2.597
C -1.811 1.463 3.662
C -3.136 1.752 3.940
C -4.150 1.201 3.169
C -3.831 0.350 2.124
C -2.502 0.065 1.841
C 0.493 -0.664 3.428
C -0.399 -1.480 4.125
C 0.038 -2.290 5.162
C 1.374 -2.292 5.536
C 2.269 -1.487 4.849
C 1.838 -0.694 3.795
N 0.572 2.276 -0.025
C -2.368 2.572 -2.018
C -2.949 2.357 -0.778
C -4.048 3.106 -0.380
C -4.565 4.081 -1.216
C -3.982 4.302 -2.457
C -2.891 3.550 -2.860
C -1.370 1.268 -3.893
C -0.476 1.482 -4.934
C -0.804 1.089 -6.226
C -2.019 0.477 -6.484
C -2.898 0.219 -5.440
C -2.578 0.617 -4.153
H -0.023 3.568 -3.051
H 1.000 2.166 -2.649
H -0.620 5.125 -1.337
H -0.846 5.678 1.074
H -0.141 3.999 2.762
H 0.949 1.965 3.280
H 1.881 1.193 1.977
H -1.034 1.867 4.300
H -3.379 2.395 4.776
H -5.185 1.417 3.399
H -4.617 -0.100 1.531
H -2.258 -0.621 1.040
H -1.450 -1.471 3.872
H -0.674 -2.906 5.693
H 1.712 -2.907 6.359
H 3.313 -1.468 5.138
H 2.576 -0.089 3.284
H -2.551 1.596 -0.125
H -4.504 2.917 0.584
H -5.425 4.661 -0.911
H -4.388 5.053 -3.121
H -2.457 3.714 -3.839
H 0.477 1.967 -4.768
H -0.108 1.277 -7.032
H -2.289 0.210 -7.497
H -3.847 -0.264 -5.630
H -3.282 0.451 -3.345
N -0.070 -2.100 -1.855
C 0.825 -2.209 -3.040
C 1.526 -0.875 -3.351
O 1.956 -0.623 -4.432
O 1.595 -0.097 -2.279
H -0.043 -2.955 -1.311
H -1.030 -1.980 -2.168
H 0.297 -2.521 -3.938
H 1.615 -2.935 -2.847
N 2.366 -1.032 0.018
C 3.015 -1.925 0.404
N 3.756 -2.894 0.791
C 3.437 -3.627 2.036
C 3.270 -5.110 1.729
C 4.513 -5.652 1.021
C 4.803 -4.852 -0.249
C 4.942 -3.363 0.049
H 2.538 -3.205 2.473
H 4.271 -3.479 2.726
H 2.383 -5.264 1.108
H 3.105 -5.635 2.671
H 4.361 -6.698 0.760
H 5.370 -5.599 1.698
H 3.997 -5.003 -0.973
H 5.729 -5.197 -0.709
H 5.042 -2.783 -0.867
H 5.818 -3.177 0.675
```

The calculation puts the orbital gap at 7.02 eV. The value obtained for the energy above the lowest of the compared OMol25 structures with the same formula, charge and spin is 85.74 kJ/mol. Its charge is +2. Its LUMO energy is -6.5 eV.

# 2
C41H41N4OP2S2Ti as an isolated structure in a non-equilibrium geometry, computed with ωB97M-V/def2-TZVPD.

XYZ file:
```
92
Properties=species:S:1:pos:R:3
Ti -0.409 0.920 0.074
C 2.118 -2.264 -1.900
N 1.369 -1.174 -1.257
P -0.077 -0.556 -1.937
C -1.145 -1.965 -2.296
C -0.836 -2.900 -3.287
C -1.625 -4.031 -3.424
C -2.710 -4.239 -2.582
C -3.016 -3.317 -1.591
C -2.239 -2.180 -1.451
C 0.487 0.229 -3.460
C -0.037 -0.054 -4.718
C 0.501 0.568 -5.836
C 1.535 1.480 -5.696
C 2.033 1.793 -4.435
C 1.510 1.176 -3.315
P 1.498 -0.814 0.401
C 1.466 -2.437 1.222
C 0.416 -3.298 0.886
C 0.359 -4.567 1.434
C 1.341 -4.983 2.324
C 2.380 -4.129 2.663
C 2.447 -2.854 2.121
C 3.161 -0.154 0.653
C 3.505 0.220 1.957
C 4.777 0.690 2.228
C 5.702 0.810 1.197
C 5.348 0.483 -0.104
C 4.076 0.002 -0.382
H 1.536 -3.185 -1.924
H 3.035 -2.454 -1.346
H 2.380 -1.973 -2.919
H 0.008 -2.752 -3.946
H -1.390 -4.759 -4.190
H -3.320 -5.125 -2.700
H -3.851 -3.485 -0.923
H -2.482 -1.451 -0.686
H -0.861 -0.746 -4.826
H 0.105 0.345 -6.818
H 1.954 1.958 -6.571
H 2.827 2.522 -4.335
H 1.894 1.404 -2.324
H -0.344 -2.994 0.173
H -0.450 -5.234 1.164
H 1.300 -5.977 2.749
H 3.151 -4.457 3.348
H 3.277 -2.213 2.376
H 2.771 0.139 2.753
H 5.052 0.956 3.241
H 6.704 1.159 1.408
H 6.068 0.595 -0.903
H 3.805 -0.252 -1.400
S 1.408 2.454 0.997
C 1.185 4.108 1.339
N 2.185 4.954 1.282
C 1.888 6.373 1.482
C 0.598 6.419 2.293
S -0.271 4.863 1.885
H 3.101 4.651 0.971
H 1.765 6.850 0.507
H 2.704 6.868 2.004
H -0.037 7.259 2.030
H 0.778 6.418 3.366
C -0.953 2.543 -1.098
C -2.337 2.229 -0.707
C -3.002 1.127 -1.285
C -4.288 0.786 -0.893
C -4.948 1.548 0.059
C -4.322 2.665 0.612
C -3.034 2.995 0.245
H -0.626 3.534 -0.800
H -0.757 2.389 -2.161
H -2.542 0.603 -2.117
H -4.790 -0.050 -1.363
H -5.965 1.302 0.336
H -4.862 3.285 1.316
H -2.572 3.891 0.637
N -2.986 -3.387 4.133
C -2.764 -2.781 2.960
O -2.750 -3.331 1.875
C -2.491 -1.288 3.001
C -2.963 -0.369 3.929
C -2.645 0.975 3.761
C -1.890 1.365 2.677
N -1.447 0.480 1.760
C -1.743 -0.813 1.940
H -3.207 -4.372 4.131
H -2.966 -2.919 5.021
H -3.572 -0.674 4.770
H -2.983 1.719 4.469
H -1.618 2.397 2.527
H -1.382 -1.541 1.218
```

The calculation puts the orbital gap at 6.86 eV. Its charge is +3. Its LUMO energy is -9.3 eV.

# 3
A 2-piece molecular cluster, C41H42BF3O5 overall in a non-equilibrium geometry, computed with ωB97M-V/def2-TZVPD.

XYZ file:
```
92
Properties=species:S:1:pos:R:3
C -2.258 -5.497 -0.653
C -1.452 -4.384 -0.172
C -0.084 -4.236 -0.254
C 0.294 -3.237 0.659
C -0.860 -2.869 1.373
B -0.413 0.832 -1.966
C -0.998 -3.000 2.852
C 0.141 -2.971 3.689
C -0.041 -2.854 5.055
C -1.345 -2.756 5.565
C -1.517 -2.245 6.977
F -1.965 -0.940 6.966
F -2.399 -2.919 7.740
F -0.347 -2.222 7.681
C -2.456 -3.133 4.800
C -2.277 -3.250 3.438
O 0.820 0.236 -2.096
C 0.786 -0.419 -3.378
C 1.384 0.567 -4.373
C 1.627 -1.682 -3.295
C -0.749 -0.637 -3.581
C -1.310 -0.618 -4.982
C -1.199 -1.916 -2.864
O -1.385 0.410 -2.845
O -1.965 -3.507 0.735
H -1.562 -6.352 -0.713
H -3.096 -5.728 0.022
H -2.646 -5.299 -1.663
H 0.556 -4.857 -0.873
H 1.297 -2.828 0.809
H 1.137 -3.006 3.238
H 0.806 -2.810 5.736
H -3.431 -3.259 5.259
H -3.118 -3.470 2.770
H 1.423 0.113 -5.368
H 0.796 1.510 -4.388
H 2.427 0.783 -4.045
H 1.696 -2.154 -4.289
H 2.644 -1.420 -2.997
H 1.230 -2.434 -2.601
H -0.942 -1.505 -5.508
H -2.409 -0.631 -4.983
H -0.997 0.275 -5.534
H -0.881 -2.819 -3.425
H -0.797 -2.009 -1.839
H -2.294 -1.953 -2.771
C 6.989 4.475 1.043
O 5.958 4.033 1.922
C 4.814 3.487 1.435
C 3.788 3.178 2.361
C 2.598 2.606 1.984
C 2.417 2.341 0.600
C 1.123 1.803 0.157
C 0.600 0.666 0.855
C -0.476 -0.277 0.678
C -1.522 -0.284 1.698
C -2.826 -0.697 1.328
C -3.874 -0.640 2.230
C -3.635 -0.196 3.532
C -2.323 0.031 3.957
C -1.253 -0.021 3.074
C 0.416 2.595 -0.844
C 0.894 3.807 -1.369
C 0.412 4.363 -2.530
C -0.824 3.889 -3.031
O -1.018 4.123 -4.362
C -2.239 3.705 -4.975
C -1.587 3.035 -2.247
C -0.878 2.108 -1.347
C 3.395 2.747 -0.344
C 4.572 3.326 0.054
H 7.797 4.744 1.705
H 7.248 3.653 0.399
H 6.665 5.343 0.480
H 4.039 3.386 3.391
H 1.819 2.401 2.759
H 1.232 0.411 1.721
H -0.710 -0.518 -0.338
H -3.024 -0.958 0.286
H -4.899 -0.864 1.900
H -4.463 -0.158 4.247
H -2.150 0.305 5.004
H -0.246 0.190 3.465
H 1.730 4.356 -0.959
H 0.935 5.085 -3.149
H -2.150 3.974 -6.028
H -2.367 2.618 -4.883
H -3.115 4.208 -4.559
H -2.667 2.981 -2.425
H -1.559 1.526 -0.674
H 3.189 2.588 -1.413
H 5.308 3.627 -0.691
```

The calculation puts the orbital gap at 5.39 eV. As for the SMILES: COC1=C[C@@H](B2OC(C)(C)C(C)(C)O2)/C(=C(\C=C\c2ccccc2)c2ccc(OC)cc2)C=C1.Cc1ccc(-c2ccc(C(F)(F)F)cc2)o1. Its LUMO energy is -0.6 eV.

# 4
C41H42BrGeN3OSW as an isolated structure in a non-equilibrium geometry, computed with ωB97M-V/def2-TZVPD.

XYZ file:
```
91
Properties=species:S:1:pos:R:3
W -1.884 -7.067 20.342
Br -4.034 -7.422 21.498
C -1.430 -7.297 22.381
C -1.760 -7.892 23.580
C -0.811 -7.827 24.627
C 0.391 -7.147 24.507
C 0.734 -6.569 23.260
C 1.960 -5.994 22.897
C 2.098 -5.417 21.641
C 1.096 -5.468 20.660
C -0.107 -6.113 20.961
C -0.249 -6.606 22.255
H -2.708 -8.416 23.760
H -1.034 -8.246 25.595
H 1.046 -7.068 25.363
H 2.806 -5.950 23.571
H 3.063 -4.970 21.415
H 1.281 -5.072 19.681
C 1.608 -9.086 18.745
C 0.378 -8.864 19.439
N -0.538 -8.555 20.016
H 1.883 -8.171 18.217
H 1.460 -9.918 18.064
H 2.394 -9.378 19.449
O -1.254 -7.177 17.900
S -2.664 -6.507 17.653
N -3.308 -6.655 18.995
C -4.974 -9.580 18.989
Ge -3.114 -9.883 19.624
C -3.108 -10.869 21.321
C -2.226 -10.817 22.405
C -2.342 -11.731 23.424
C -3.342 -12.689 23.390
C -4.206 -12.777 22.318
C -4.109 -11.848 21.303
C -1.906 -10.511 18.246
C -2.428 -10.281 16.975
C -1.896 -10.920 15.845
C -0.831 -11.758 15.946
C -0.232 -11.993 17.216
C 0.906 -12.842 17.304
C 1.547 -13.024 18.497
C 1.010 -12.416 19.664
C -0.086 -11.605 19.624
C -0.741 -11.351 18.391
H -5.268 -10.405 18.326
H -5.167 -8.621 18.517
H -5.586 -9.571 19.879
H -1.393 -10.099 22.422
H -1.638 -11.678 24.253
H -3.414 -13.411 24.191
H -4.978 -13.537 22.315
H -4.794 -11.895 20.470
H -3.296 -9.640 16.832
H -2.334 -10.769 14.868
H -0.467 -12.264 15.058
H 1.242 -13.326 16.402
H 2.389 -13.699 18.537
H 1.466 -12.614 20.619
H -0.485 -11.208 20.533
C -0.234 -0.157 18.403
C -0.417 -1.645 18.407
C 0.152 -2.473 17.415
C 0.012 -3.858 17.459
C 0.722 -4.760 16.474
C -0.738 -4.380 18.474
C -1.418 -3.611 19.470
C -1.154 -2.213 19.421
N -2.200 -4.287 20.338
C -3.130 -3.623 21.296
C -2.866 -4.223 22.679
C -3.068 -2.078 21.518
C -4.552 -3.914 20.814
H 0.749 0.132 18.010
H -0.284 0.289 19.414
H -0.996 0.339 17.794
H 0.738 -2.043 16.589
H 0.206 -4.838 15.519
H 0.834 -5.743 16.900
H 1.714 -4.360 16.241
H -0.675 -5.423 18.617
H -1.498 -1.565 20.185
H -1.872 -3.961 23.014
H -2.942 -5.310 22.642
H -3.590 -3.894 23.413
H -2.138 -1.737 21.981
H -3.850 -1.861 22.252
H -3.268 -1.476 20.616
H -4.713 -4.991 20.747
H -4.704 -3.455 19.827
H -5.285 -3.485 21.502
```

The calculation puts the orbital gap (spin up / spin down) at 6.14 / 5.02 eV. The value obtained for the energy above the lowest of the compared OMol25 structures with the same formula, charge and spin is 271.60 kJ/mol. Its charge is +1. Its LUMO energy (spin up / spin down) is -3.7 / -5.0 eV. The multiplicity is 4.

# 5
C41H42I2N2O2PtSi3 as an isolated structure in a non-equilibrium geometry, computed with ωB97M-V/def2-TZVPD.

XYZ file:
```
93
Properties=species:S:1:pos:R:3
Pt 0.209 -0.017 1.146
I -1.000 6.528 4.859
C -1.029 4.918 3.531
C -0.974 5.147 2.163
C -0.982 4.080 1.285
I -0.877 4.389 -0.772
C -1.045 2.740 1.732
O -1.029 1.738 0.908
C -1.110 2.552 3.130
C -1.147 1.140 3.607
N 0.149 0.451 3.346
C 1.287 1.162 3.963
C 2.020 2.042 2.984
C 2.933 3.004 3.400
C 3.563 3.772 2.439
C 3.256 3.567 1.098
C 2.339 2.585 0.780
N 1.746 1.837 1.714
C -1.103 3.621 4.010
H -0.918 6.157 1.779
H -1.357 1.109 4.681
H -1.918 0.571 3.085
H 0.103 -0.468 3.769
H 0.936 1.797 4.782
H 1.976 0.430 4.391
H 3.128 3.148 4.454
H 4.276 4.532 2.730
H 3.702 4.166 0.317
H 2.033 2.407 -0.244
H -1.158 3.434 5.077
C -2.358 -2.211 1.365
Si -0.518 -2.171 1.707
C -0.274 -2.605 3.543
C 0.432 -3.512 0.839
C 0.034 -4.843 0.729
C 0.879 -5.774 0.146
C 2.134 -5.386 -0.314
C 2.541 -4.067 -0.198
C 1.696 -3.117 0.373
Si 2.078 -1.290 0.544
C 2.727 -0.744 -1.127
C 3.431 -1.035 1.836
H -2.770 -3.132 1.795
H -2.564 -2.196 0.296
H -2.890 -1.371 1.814
H -0.403 -3.690 3.598
H -1.008 -2.179 4.232
H 0.738 -2.401 3.906
H -0.940 -5.161 1.086
H 0.565 -6.806 0.048
H 2.789 -6.118 -0.770
H 3.518 -3.782 -0.575
H 3.618 -1.351 -1.326
H 3.039 0.299 -1.167
H 2.005 -0.948 -1.918
H 4.291 -1.653 1.556
H 3.102 -1.370 2.823
H 3.772 -0.004 1.912
O -0.508 -0.613 -0.581
Si -0.973 -0.265 -2.071
C -0.438 1.412 -2.744
C 0.871 1.888 -2.668
C 1.253 3.076 -3.271
C 0.316 3.834 -3.962
C -0.996 3.389 -4.046
C -1.362 2.189 -3.449
C -2.846 -0.309 -2.012
C -3.475 0.459 -1.026
C -4.855 0.450 -0.890
C -5.632 -0.332 -1.738
C -5.026 -1.098 -2.721
C -3.642 -1.083 -2.855
C -0.314 -1.592 -3.216
C 0.247 -1.303 -4.460
C 0.742 -2.314 -5.275
C 0.685 -3.635 -4.856
C 0.129 -3.943 -3.620
C -0.363 -2.929 -2.815
H 1.617 1.321 -2.125
H 2.278 3.418 -3.195
H 0.606 4.766 -4.432
H -1.736 3.976 -4.575
H -2.392 1.859 -3.523
H -2.870 1.065 -0.356
H -5.327 1.054 -0.125
H -6.710 -0.341 -1.631
H -5.628 -1.707 -3.383
H -3.177 -1.691 -3.624
H 0.308 -0.274 -4.799
H 1.175 -2.068 -6.237
H 1.074 -4.422 -5.489
H 0.084 -4.970 -3.280
H -0.781 -3.185 -1.848
```

The calculation puts the orbital gap at 7.58 eV. The value obtained for the energy above the lowest of the compared OMol25 structures with the same formula, charge and spin is 29.17 kJ/mol. Its LUMO energy is 0.1 eV.

no.,M (g/mol)
1,834.75
2,779.76
3,682.59
4,961.23
5,1127.94